C12H33N8O8Zr | the ωB97M-V functional and the def2-TZVPD basis

Its HOMO-LUMO gap is 8.31 eV. The charge is +1. Its HOMO energy is -10.38 eV. The value obtained for the strongest force on any atom is 10.2 eV Å⁻¹. The total energy comes out at -1564.09370 Eh. As for the multiplicity: 1.

CARTESIAN COORDINATES (ANGSTROEM)
C (0.39, 2.73, 3.01)
C (-0.91, 1.56, -3.27)
H (4.17, -3.56, 0.00)
H (1.42, 2.53, -2.94)
H (-2.27, -4.64, -1.85)
O (-1.65, -0.85, 2.01)
H (-0.81, 1.95, -4.29)
H (3.15, -2.84, 1.21)
H (-0.19, 2.00, 3.57)
O (0.33, 0.27, -1.66)
H (-2.30, -5.09, -0.05)
C (-0.86, -1.23, 2.93)
H (0.24, -0.20, -3.58)
N (-4.48, 0.73, -1.20)
H (1.28, 1.59, -4.39)
N (-3.25, 2.22, -0.38)
C (3.10, 0.34, 0.54)
C (-0.22, 4.25, 1.09)
Zr (-0.27, -0.30, 0.40)
H (-1.05, 2.44, -2.64)
H (0.38, 3.71, 3.50)
H (1.40, 2.35, 2.89)
H (3.92, -0.39, 2.23)
O (-2.38, 0.19, -0.43)
O (-0.47, 1.89, 0.92)
H (-1.48, 3.16, 2.35)
N (4.09, -0.03, 1.30)
H (2.41, 1.00, -3.24)
C (-1.57, -3.31, -0.56)
C (2.30, -2.93, -0.55)
C (-3.31, 0.97, -0.70)
H (-1.78, 0.90, -3.36)
C (0.21, 0.70, -2.96)
H (-5.26, 1.38, -1.23)
H (-0.93, 4.36, 0.27)
H (-1.88, -2.19, 4.52)
O (1.86, 0.14, 0.65)
H (-2.37, 2.59, -0.07)
H (1.50, -3.37, -2.18)
N (-1.76, -4.28, 0.18)
H (-4.68, -0.26, -1.18)
H (-2.01, -3.08, -2.55)
N (3.29, -3.13, 0.25)
H (-1.89, -0.60, 4.84)
H (2.81, 1.30, -1.13)
N (3.55, 0.89, -0.56)
O (-1.15, -2.22, -0.26)
H (-1.07, -4.47, 0.90)
H (-0.20, 5.18, 1.66)
H (-0.41, -1.39, 5.09)
H (4.88, 0.57, 1.14)
H (-4.11, 2.70, -0.15)
H (4.49, 1.25, -0.60)
C (1.45, 1.51, -3.32)
H (3.16, -4.10, -1.92)
C (-1.23, -1.33, 4.37)
C (-0.53, 2.97, 1.86)
O (1.38, -2.17, -0.20)
H (0.81, 4.14, 0.74)
N (-1.88, -3.71, -1.77)
N (2.35, -3.55, -1.67)
O (0.26, -1.28, 2.43)

Listed below, in e, are the Löwdin charges computed for each atom: -0.07, -0.08, 0.13, 0.09, 0.12, -0.15, 0.08, 0.13, 0.07, -0.36, 0.14, -0.65, 0.13, 0.19, 0.07, 0.20, -0.63, -0.06, 2.09, 0.09, 0.08, 0.08, 0.13, -0.09, -0.38, 0.12, 0.20, 0.07, -0.73, -0.72, -0.69, 0.08, -0.61, 0.13, 0.06, 0.09, -0.15, 0.09, 0.13, 0.21, 0.13, 0.13, 0.19, 0.09, 0.10, 0.21, -0.07, 0.15, 0.07, 0.09, 0.12, 0.13, 0.13, -0.08, 0.13, 0.03, -0.57, -0.06, 0.08, 0.20, 0.21, -0.08

C12H33NO5 | the ωB97M-V functional and the def2-TZVPD basis

Its HOMO-LUMO gap is 9.06 eV. The value obtained for the energy above the lowest of the compared OMol25 structures with the same formula, charge and spin is 7.833 eV. The charge is 0. Its HOMO energy is -9.30 eV. The value obtained for the strongest force on any atom is 14.0 eV Å⁻¹. The total energy comes out at -907.62819 Eh. As for the multiplicity: 1.

CARTESIAN COORDINATES (ANGSTROEM)
H (0.97, -3.91, 0.48)
H (-4.39, -2.84, 1.17)
H (2.00, 1.43, -2.37)
C (3.69, 0.07, -2.78)
C (2.11, -1.96, 1.69)
H (-3.99, -3.81, -0.15)
H (0.26, 1.27, 1.25)
O (-0.34, 0.15, -0.01)
O (0.67, 2.06, 1.63)
H (-2.52, -3.45, 1.12)
C (-4.18, -0.86, -1.06)
C (-0.38, 2.95, 1.79)
H (0.88, 4.53, 2.33)
C (2.21, 0.43, -2.78)
H (2.33, 1.36, -4.76)
H (3.98, -0.23, -1.71)
H (0.10, -2.00, 1.88)
C (-3.12, -1.66, -0.38)
H (-0.76, 1.05, 0.01)
H (-1.82, 3.82, 3.20)
H (4.33, 0.98, -3.01)
H (1.19, 4.25, 0.63)
H (-1.05, 3.01, 1.07)
H (1.69, -0.32, -4.75)
H (2.34, -0.35, 3.39)
H (-4.97, -0.62, -0.50)
H (-0.65, 2.99, 3.95)
H (-3.63, 0.09, -1.32)
C (-1.20, 2.96, 3.02)
O (2.74, -2.98, 1.86)
H (0.86, -0.04, -1.38)
H (3.54, -0.52, 2.36)
H (-1.81, 2.14, 3.14)
H (-2.08, -0.31, 0.37)
H (-0.35, 5.13, 1.35)
H (0.70, -2.77, -0.93)
H (0.53, 1.03, -4.45)
H (2.51, 0.15, 1.73)
C (0.43, -3.01, 0.01)
C (0.38, 4.37, 1.37)
C (2.57, -0.58, 2.22)
H (-4.53, -1.42, -2.05)
C (-3.62, -2.98, 0.43)
H (3.92, -0.73, -3.62)
H (-2.31, -1.75, -1.09)
C (1.58, 0.49, -4.21)
H (-0.62, -3.31, -0.37)
N (0.64, -1.89, 0.99)
O (1.41, -0.60, -2.11)
H (0.46, -1.00, 0.66)
O (-2.70, -0.85, 0.65)

Listed below, in e, are the Löwdin charges computed for each atom: 0.12, 0.05, 0.13, -0.09, -0.24, 0.03, 0.02, -0.36, -0.06, 0.15, -0.06, -0.50, 0.06, -0.50, 0.13, 0.08, 0.19, -0.50, 0.01, 0.08, 0.08, 0.08, 0.07, -0.01, 0.19, 0.02, 0.08, 0.10, -0.05, 0.14, 0.09, 0.04, 0.05, -0.06, 0.04, 0.03, 0.12, -0.06, 0.00, -0.01, 0.07, 0.13, -0.03, 0.11, 0.12, -0.08, 0.11, 0.11, -0.16, -0.01, -0.06

C12H34AgAsN3Si2 | the ωB97M-V functional and the def2-TZVPD basis

Its HOMO-LUMO gap is 7.15 eV. The charge is +1. Its HOMO energy is -9.85 eV. The value obtained for the strongest force on any atom is 2.7 eV Å⁻¹. The total energy comes out at -3603.46037 Eh. As for the multiplicity: 1.

CARTESIAN COORDINATES (ANGSTROEM)
H (-11.84, 10.89, 1.07)
C (-12.20, 7.23, 2.68)
H (-8.20, 6.39, 5.50)
H (-7.05, 6.43, 8.00)
C (-13.60, 10.11, 7.69)
H (-9.13, 5.08, 7.39)
H (-10.66, 5.49, 8.12)
H (-11.91, 9.21, 0.44)
H (-7.84, 10.15, 7.17)
H (-15.63, 10.63, 4.82)
H (-14.43, 8.69, 1.16)
H (-14.41, 9.91, 8.37)
H (-9.07, 9.33, 7.94)
H (-7.01, 8.28, 6.35)
H (-7.25, 7.90, 8.87)
H (-13.06, 7.29, 6.92)
N (-9.83, 7.73, 9.37)
H (-8.75, 5.84, 9.49)
Si (-13.92, 9.37, 6.01)
H (-16.11, 8.83, 4.92)
Si (-12.64, 9.05, 2.68)
H (-14.87, 10.07, 2.10)
C (-9.00, 6.65, 8.79)
H (-11.14, 7.04, 2.80)
H (-12.85, 6.57, 3.28)
C (-11.64, 9.85, 1.28)
C (-7.90, 8.03, 6.89)
H (-12.65, 9.74, 8.07)
C (-7.73, 7.25, 8.19)
H (-16.40, 9.92, 6.28)
C (-8.74, 7.26, 5.91)
H (-11.85, 5.96, 5.98)
C (-15.69, 9.74, 5.45)
H (-9.18, 8.28, 9.94)
H (-13.52, 11.19, 7.70)
C (-14.49, 9.04, 2.20)
C (-10.00, 6.88, 6.61)
N (-8.51, 9.37, 7.09)
H (-8.99, 7.92, 5.02)
H (-10.53, 5.37, 5.16)
H (-10.51, 7.40, 10.02)
H (-13.88, 6.90, 5.32)
C (-13.87, 7.51, 6.21)
Ag (-10.18, 10.03, 5.81)
H (-10.54, 9.64, 1.46)
H (-10.51, 7.73, 6.96)
H (-11.13, 6.87, 4.85)
As (-12.36, 10.40, 4.63)
H (-15.12, 8.28, 2.72)
H (-12.41, 6.88, 1.65)
N (-10.93, 6.21, 5.59)
H (-14.76, 7.20, 6.77)
C (-9.76, 5.92, 7.72)

Listed below, in e, are the Löwdin charges computed for each atom: 0.02, -0.26, 0.15, 0.13, -0.26, 0.15, 0.13, 0.02, 0.11, 0.02, 0.02, 0.02, 0.05, 0.15, 0.11, 0.00, 0.07, 0.15, 0.09, 0.04, 0.14, 0.04, -0.36, 0.00, 0.02, -0.24, -0.34, 0.00, -0.09, 0.03, -0.15, 0.14, -0.23, 0.09, 0.02, -0.23, -0.34, -0.03, 0.11, 0.18, 0.09, 0.01, -0.24, 0.45, 0.04, 0.08, 0.08, 0.56, 0.04, 0.05, 0.24, 0.04, -0.13

C12H34ClFeIN3P2 | the ωB97M-V functional and the def2-TZVPD basis

Its HOMO-LUMO gap (alpha / beta) is 8.12 / 7.28 eV. The value obtained for the energy above the lowest of the compared OMol25 structures with the same formula, charge and spin is 0.000 eV. The charge is +2. The expectation value of S² is 8.7651. Its HOMO energy (alpha / beta) is -14.17 / -14.83 eV. The value obtained for the strongest force on any atom is 1.9 eV Å⁻¹. The total energy comes out at -3345.68357 Eh. As for the multiplicity: 6.

CARTESIAN COORDINATES (ANGSTROEM)
H (1.51, 4.17, -0.37)
C (1.98, 0.17, 3.31)
H (2.53, -2.57, 0.04)
H (-1.70, 3.21, -0.21)
H (-0.83, 1.30, 4.45)
C (-1.98, 0.06, 0.61)
H (2.44, 2.64, -0.31)
P (0.27, 2.30, -1.32)
H (-3.04, -0.21, 0.64)
C (-1.26, 3.30, -1.22)
Fe (0.06, -0.06, -1.00)
C (-0.11, 0.09, 2.07)
H (1.68, -4.14, 0.12)
N (0.58, 0.07, 0.92)
N (0.52, 0.17, 3.26)
H (0.34, 2.33, -3.75)
H (-0.93, -4.46, -0.62)
C (-0.14, 0.46, 4.53)
C (1.56, -3.05, 0.22)
C (-2.40, -0.23, 3.04)
H (-1.46, -0.74, 0.02)
H (0.64, 0.73, 5.24)
Cl (2.13, -0.12, -1.82)
H (1.24, -2.82, 1.25)
H (0.95, 3.86, -3.03)
H (-1.88, -3.24, -1.53)
H (-0.64, -0.43, 4.93)
H (0.32, -2.79, -3.40)
H (2.41, 1.06, 2.82)
H (-1.65, -3.06, 0.23)
H (2.39, -0.74, 2.85)
C (-1.18, -3.39, -0.70)
C (0.97, -3.10, -2.57)
I (-1.94, -0.21, -2.72)
H (-0.76, -0.97, -5.04)
H (1.59, 0.12, 1.05)
C (-0.58, -0.07, -4.46)
H (-3.39, -0.41, 2.61)
H (-1.86, 1.07, 0.18)
H (1.98, -2.71, -2.75)
H (-1.01, 4.35, -1.42)
H (0.46, -0.01, -4.10)
H (2.28, 0.19, 4.36)
C (0.94, 2.76, -2.95)
H (1.14, 2.94, 0.87)
N (-1.46, 0.04, 1.97)
H (1.96, 2.38, -3.02)
H (-2.51, 0.65, 3.70)
H (-0.87, 0.83, -5.01)
H (-2.11, -1.12, 3.62)
H (1.01, -4.20, -2.51)
P (0.35, -2.44, -0.99)
C (1.45, 3.09, -0.17)
H (-1.99, 2.94, -1.96)

Listed below, in e, are the Löwdin charges computed for each atom: 0.07, -0.02, 0.05, 0.05, 0.10, -0.12, 0.05, 0.68, 0.12, -0.26, -0.02, -0.36, 0.07, -0.01, -0.11, 0.02, 0.07, -0.03, -0.24, -0.03, -0.03, 0.10, 0.20, 0.04, 0.07, 0.03, 0.10, 0.04, 0.11, 0.04, 0.10, -0.25, -0.25, 1.10, 0.02, 0.05, -0.37, 0.10, 0.06, 0.03, 0.07, -0.02, 0.10, -0.25, 0.04, -0.10, 0.03, 0.10, 0.02, 0.11, 0.07, 0.68, -0.24, 0.03

Q: Look up the strongest force on any atom of the second one.
A: 14.0 eV Å⁻¹